The following is a quantum chemistry calculation of one molecule with the formula C6H10O in a non-equilibrium geometry, from OMol25.

Calculated values
- Total charge: 0
- SMILES: C/C=C(/C)CC=O
- E_tot: -309.775567 Eh
- Strongest force on any atom: 1.278 eV Å⁻¹
- Highest occupied orbital energy: -8.1 eV

Last column: Löwdin charge in e.
Geometry (Å):
O (0.3400, -1.7833, 1.2005)  0.046
C (0.5866, -0.7978, -1.0055)  -0.090
C (-2.1242, -0.2053, 0.3299)  -0.084
C (-0.7723, 0.3511, 0.6375)  -0.161
C (0.2549, 0.4463, -0.2195)  -0.354
C (1.0529, -1.5516, 0.2527)  -0.230
C (1.2340, 1.5802, -0.1473)  -0.059
H (2.2862, 1.3316, -0.3296)  0.075
H (2.1265, -1.7741, 0.3141)  0.124
H (-0.2663, -1.3120, -1.4676)  0.112
H (-2.1675, -0.8649, -0.5413)  0.071
H (-2.6710, 0.7110, 0.0698)  0.081
H (0.9321, 2.2985, -0.9223)  0.083
H (1.3790, -0.6988, -1.7596)  0.112
H (1.1517, 2.0961, 0.8152)  0.080
H (-0.6964, 0.8453, 1.6048)  0.118
H (-2.6462, -0.6723, 1.1683)  0.076



The following is a quantum chemistry calculation of one molecule with the formula C6H10O in a non-equilibrium geometry, from OMol25.

Calculated values
- Total charge: 0
- SMILES: OC1C[C@@H]2C[C@H]2C1
- E_tot: -309.584720 Eh
- Strongest force on any atom: 7.190 eV Å⁻¹
- Highest occupied orbital energy: -8.8 eV

Last column: Löwdin charge in e.
Geometry (Å):
O (0.6472, 2.0259, 0.6147)  -0.219
C (-0.4032, 0.9809, 0.9577)  -0.208
C (0.2145, -0.4385, -0.9425)  -0.412
C (0.2435, -1.8386, -1.0810)  -0.110
C (-0.7154, 0.6132, -0.6362)  -0.146
C (0.1641, -1.2500, 0.2120)  -0.213
C (0.5352, -0.3207, 1.4178)  -0.018
H (-1.0362, -1.3045, 0.0272)  0.181
H (1.5280, 0.2861, 1.1433)  0.148
H (-0.4910, -2.4654, -1.2632)  0.053
H (-0.3459, 1.4556, -1.2609)  0.118
H (-1.7760, 0.3245, -0.6758)  0.116
H (-1.2933, 1.5536, 1.4589)  0.151
H (1.0651, 0.0403, -1.4348)  0.158
H (0.1757, 3.0044, 0.8471)  0.176
H (0.4221, -0.5813, 2.4598)  0.079
H (1.0654, -2.0856, -1.8441)  0.146



The following is a quantum chemistry calculation of a 2-piece molecular cluster, C6H10O overall, from OMol25.

Calculated values
- Total charge: 0
- E_tot: -309.621151 Eh
- Strongest force on any atom: 0.367 eV Å⁻¹
- Highest occupied orbital energy (spin up / spin down): -8.3 / -8.3 eV

Last column: Löwdin charge in e.
Geometry (Å):
O (-0.2695, -0.9633, -1.0315)  -0.122
C (1.3861, -0.6650, 1.7364)  -0.061
C (-0.6643, 1.0696, -1.5520)  -0.102
C (-1.2731, -0.0009, -0.6225)  -0.416
C (-1.2342, 0.1312, 0.9008)  0.199
C (0.3014, -1.4133, 1.9788)  -0.124
C (0.4804, 0.0660, -1.7044)  -0.180
H (0.7595, -0.2408, -2.7183)  0.115
H (-2.2754, -0.3358, -0.9275)  0.127
H (0.0184, -2.2217, 1.3113)  0.066
H (-0.4398, 2.0417, -1.1059)  0.104
H (-0.2660, -1.3048, 2.8977)  0.061
H (1.3868, 0.3285, -1.1444)  0.102
H (1.7248, 0.0942, 2.4404)  0.061
H (2.0062, -0.8270, 0.8567)  0.054
H (-1.2365, 1.2163, -2.4720)  0.106
H (-0.6213, 1.0221, 1.1537)  0.008



The following is a quantum chemistry calculation of one molecule with the formula C6H10O, from OMol25.

Calculated values
- Total charge: 0
- SMILES: C[C@H]1C[C@@]2(O)C[C@@H]12
- E_tot: -309.791006 Eh
- Strongest force on any atom: 0.375 eV Å⁻¹
- Highest occupied orbital energy: -9.0 eV

Last column: Löwdin charge in e.
Geometry (Å):
O (-2.4498, -0.9890, 0.2348)  0.038
C (0.8469, -0.4841, -0.2460)  -0.321
C (-1.2533, -0.3072, 0.1130)  -0.487
C (-0.0681, -0.6438, 0.9980)  -0.064
C (-1.1184, 1.0739, -0.4293)  -0.029
C (2.0120, 0.4704, -0.1337)  -0.068
C (-0.3662, -0.0701, -1.0849)  -0.130
H (1.1755, -1.4784, -0.5665)  0.139
H (2.7482, 0.1000, 0.5885)  0.079
H (-1.9758, 1.4183, -1.0034)  0.113
H (1.6671, 1.4543, 0.2055)  0.073
H (-2.5800, -1.0767, 1.1889)  0.104
H (2.4947, 0.5900, -1.1075)  0.078
H (-0.0764, -1.6610, 1.4006)  0.117
H (0.0811, 0.0614, 1.8226)  0.117
H (-0.6239, 1.8496, 0.1562)  0.102
H (-0.5136, -0.3075, -2.1367)  0.138



The following is a quantum chemistry calculation of a 2-piece molecular cluster, C6H10O overall, from OMol25.

Calculated values
- Total charge: 0
- SMILES: C=C/C=C\C=C/O.[H][H]
- E_tot: -309.759970 Eh
- Strongest force on any atom: 0.313 eV Å⁻¹
- Highest occupied orbital energy: -8.5 eV

Last column: Löwdin charge in e.
Geometry (Å):
O (-0.7899, 0.9727, 2.0812)  0.020
C (0.5292, 0.7396, 2.2219)  -0.211
C (0.2333, 0.4152, -0.8513)  -0.143
C (-0.5496, -0.6971, -0.3020)  -0.245
C (-1.7692, -1.0697, -0.6864)  -0.008
C (1.4736, 0.7971, 1.2741)  -0.111
C (1.1794, 1.0519, -0.1393)  -0.108
H (-2.2737, -1.9095, -0.2189)  0.060
H (2.5058, 0.6744, 1.5901)  0.101
H (-0.1246, -1.7623, -2.6873)  0.017
H (1.7705, 1.8226, -0.6213)  0.101
H (0.7671, 0.5206, 3.2529)  0.118
H (-0.0643, -1.2530, 0.4952)  0.111
H (-2.3241, -0.5337, -1.4494)  0.064
H (0.0292, 0.7139, -1.8794)  0.100
H (0.3720, -1.6570, -3.2309)  0.048
H (-0.9646, 1.1743, 1.1507)  0.087



The following is a quantum chemistry calculation of one molecule with the formula C6H10O, from OMol25.

Calculated values
- Total charge: 0
- SMILES: O[C@@H]1C=CCCC1
- E_tot: -309.822689 Eh
- Strongest force on any atom: 0.686 eV Å⁻¹
- Highest occupied orbital energy: -9.2 eV

Last column: Löwdin charge in e.
Geometry (Å):
O (-0.1552, 1.6504, 1.9316)  -0.041
C (-1.0526, -1.0886, -0.2444)  -0.099
C (1.3360, -0.3603, -0.4328)  -0.203
C (0.2760, -1.3634, -0.8932)  -0.209
C (-0.4794, 1.1529, 0.6267)  -0.363
C (0.6691, 1.0189, -0.4534)  -0.137
C (-1.2740, -0.1206, 0.6476)  -0.068
H (1.6621, -0.5731, 0.5912)  0.116
H (-2.1169, -0.2131, 1.3371)  0.110
H (1.3751, 1.8501, -0.3820)  0.111
H (2.2293, -0.4378, -1.0710)  0.110
H (0.2136, -1.3953, -1.9903)  0.114
H (-0.4358, 1.0270, 2.6171)  0.085
H (0.2109, 1.1078, -1.4584)  0.121
H (-1.1377, 1.9272, 0.2108)  0.138
H (-1.8486, -1.7950, -0.4568)  0.100
H (0.5280, -2.3871, -0.5799)  0.114



The following is a quantum chemistry calculation of C6H10O as an isolated structure, from OMol25.

Calculated values
- Total charge: 0
- E_tot: -309.798522 Eh
- Strongest force on any atom: 0.893 eV Å⁻¹
- Highest occupied orbital energy: -9.4 eV

Last column: Löwdin charge in e.
Geometry (Å):
O (-1.6582, -1.0719, 0.1085)  -0.106
C (-1.3852, 0.3368, 0.1852)  -0.151
C (0.4808, -0.8834, 0.9032)  -0.050
C (0.1433, 0.3545, 0.0072)  -0.453
C (-0.3394, -1.5877, -0.2058)  -0.275
C (0.7818, 1.7199, 0.1242)  -0.029
C (0.3251, -0.6249, -1.1819)  -0.069
H (-1.9453, 0.8765, -0.5930)  0.130
H (-0.0563, -0.3907, -2.1835)  0.122
H (-1.6483, 0.7825, 1.1601)  0.130
H (1.8737, 1.6887, 0.0520)  0.080
H (1.3177, -1.0848, -1.2329)  0.119
H (0.5171, 2.1792, 1.0848)  0.082
H (-0.3355, -2.6554, -0.4458)  0.149
H (1.5607, -1.0414, 0.9973)  0.120
H (-0.0256, -0.9810, 1.8632)  0.117
H (0.4112, 2.3825, -0.6688)  0.084



The following is a quantum chemistry calculation of one molecule with the formula C6H10O in a non-equilibrium geometry, from OMol25.

Calculated values
- Total charge: 0
- SMILES: C/C=C/C=C(/C)O
- E_tot: -309.769286 Eh
- Strongest force on any atom: 4.150 eV Å⁻¹
- Highest occupied orbital energy: -8.0 eV

Last column: Löwdin charge in e.
Geometry (Å):
O (0.5486, -1.0956, 0.5907)  0.001
C (1.0794, 0.0870, 0.1207)  -0.405
C (0.5645, 1.3168, 0.2150)  -0.073
C (-0.8531, 1.2292, 0.3879)  -0.102
C (-2.6416, -0.4516, -0.0590)  -0.080
C (2.5424, -0.0780, -0.2495)  -0.036
C (-1.2645, 0.1229, -0.2197)  -0.194
H (1.1299, 2.2032, -0.0046)  0.107
H (-2.5612, -1.4859, 0.2667)  0.073
H (-1.4432, 1.8326, 1.0560)  0.108
H (-0.7129, -0.3339, -1.0204)  0.113
H (-3.1762, -0.4553, -1.0061)  0.070
H (2.9375, 0.8316, -0.6901)  0.075
H (-3.2214, 0.0990, 0.6741)  0.069
H (3.1442, -0.3272, 0.6286)  0.081
H (1.2634, -1.5933, 1.0127)  0.112
H (2.6534, -0.8886, -0.9705)  0.081



In the order shown, the computed relative energy (zero: lowest compared OMol25 entry of this formula, charge and spin) values come out to 41.9 161.7 138.8 32.2 51.7 12.4 27.5 45.9 kcal/mol.